Record 1
Density functional theory data (ωB97M-V/def2-TZVPD) for a molecular structure, C26H28N2NiS2Si at a distorted geometry.

Results
Multiplicity: 3
Gap between HOMO and LUMO (alpha / beta) in eV: 4.1 / 7.1
E in Eh: -3711.0113
Largest force on an atom in eV/Å: 5.2
⟨S²⟩: 2.03
ΔE to the lowest compared entry with this formula, charge and spin in kcal/mol: 0.0
E_HOMO (alpha / beta) in eV: -3.7 / -7.1
LUMO (alpha / beta) in eV: 0.36 / 0.08

Each line ends with the natural charge from an NBO analysis.
CARTESIAN COORDINATES (ANGSTROEM)
C1 1.28 1.48 0.51  -0.17
C2 0.11 1.70 -0.39  -0.73
C3 -1.08 1.38 0.50  -0.32
H1 0.07 2.63 -0.98  0.28
C4 -0.59 1.25 1.84  -0.36
C5 0.86 1.23 1.79  -0.20
H2 1.47 1.06 2.67  0.23
H3 2.30 1.63 0.15  0.23
H4 -2.09 1.65 0.21  0.23
H5 -1.19 1.41 2.73  0.26
Ni1 -1.07 -0.60 1.31  0.90
C6 -2.04 -1.17 -0.41  -0.91
H6 -2.98 -0.64 -0.27  0.23
H7 -1.71 -1.79 0.49  0.22
H8 -2.20 -1.99 -1.12  0.25
Si1 0.18 0.41 -1.80  1.36
C7 1.84 0.17 -2.60  -0.50
C8 2.81 1.18 -2.59  -0.16
H9 2.53 2.20 -2.28  0.20
C9 4.13 0.89 -2.95  -0.24
H10 4.88 1.69 -2.94  0.21
C10 4.49 -0.42 -3.29  -0.20
H11 5.52 -0.65 -3.58  0.22
C11 3.53 -1.44 -3.28  -0.21
H12 3.81 -2.47 -3.51  0.22
C12 2.21 -1.14 -2.95  -0.19
H13 1.45 -1.94 -2.93  0.21
C13 -1.05 1.05 -3.06  -0.40
C14 -0.55 1.47 -4.30  -0.22
H14 0.49 1.25 -4.56  0.23
C15 -1.37 2.20 -5.18  -0.20
H15 -0.96 2.54 -6.13  0.22
C16 -2.69 2.48 -4.84  -0.20
H16 -3.32 3.06 -5.51  0.22
C17 -3.22 1.99 -3.64  -0.21
H17 -4.26 2.18 -3.37  0.22
C18 -2.41 1.27 -2.76  -0.22
H18 -2.84 0.87 -1.84  0.21
H19 0.50 -0.74 -0.90  -0.14
H20 -1.22 -0.52 -1.15  0.18
C19 -1.04 2.24 5.22  -0.67
C20 -0.95 0.76 5.27  0.10
N1 -1.02 -0.06 4.27  -0.47
C21 -0.81 -1.39 4.60  0.11
C22 -0.66 -1.57 5.98  -0.45
S1 -0.71 -0.08 6.82  0.38
C23 -0.57 -2.40 3.60  0.10
C24 -0.26 -3.71 3.88  -0.49
S2 0.42 -4.53 2.53  0.31
C25 0.27 -3.08 1.57  -0.11
N2 -0.39 -2.09 2.21  -0.70
C26 0.91 -3.01 0.25  -0.65
H21 -1.42 2.59 6.19  0.23
H22 -0.05 2.67 5.05  0.24
H23 -1.73 2.56 4.43  0.23
H24 -0.48 -2.52 6.45  0.24
H25 -0.37 -4.16 4.85  0.22
H26 1.55 -3.90 0.13  0.23
H27 0.16 -3.01 -0.55  0.19
H28 1.54 -2.12 0.18  0.21

Record 2
Density functional theory data (ωB97M-V/def2-TZVPD) for a molecular structure, C3H4O at a distorted geometry.

Results
Multiplicity: 1
Gap between HOMO and LUMO (alpha / beta) in eV: 8.0 / 7.9
E in Eh: -191.7094
Largest force on an atom in eV/Å: 8.7
ΔE to the lowest compared entry with this formula, charge and spin in kcal/mol: 125.9
E_HOMO (alpha / beta) in eV: -8.0 / -7.9
LUMO (alpha / beta) in eV: 0.03 / -0.01

Each line ends with the natural charge from an NBO analysis.
CARTESIAN COORDINATES (ANGSTROEM)
C1 0.98 0.50 -0.23  -0.32
C2 0.48 -1.39 -0.08  0.22
C3 -0.45 0.46 0.39  -0.16
O1 -0.47 -0.94 0.73  -0.44
H1 1.07 0.86 -1.14  0.12
H2 0.70 -2.45 -0.08  0.17
H3 -0.57 0.93 1.37  0.20
H4 -1.07 0.67 -0.40  0.20

Record 3
Density functional theory data (ωB97M-V/def2-TZVPD) for 6 unconnected molecules or ions with the total composition C36H64ClN2O11PS2 at a distorted geometry.

Results
Multiplicity: 1
Gap between HOMO and LUMO in eV: 8.2
E in Eh: -3944.9818
Largest force on an atom in eV/Å: 2.9
E_HOMO in eV: -8.4
LUMO in eV: -0.22

Each line ends with the Mulliken charge.
CARTESIAN COORDINATES (ANGSTROEM)
C1 7.95 -2.71 1.53  -0.68
C2 8.39 -1.49 1.21  -0.30
C3 7.84 -0.85 -0.03  0.72
O1 7.50 -1.53 -0.98  -0.57
O2 7.75 0.51 -0.11  -0.21
C4 6.88 1.08 0.90  -0.81
C5 5.69 1.80 0.23  -0.56
C6 4.46 1.81 1.17  -0.45
C7 3.76 3.18 1.23  -1.18
C8 2.40 3.01 1.97  -0.41
C9 1.32 2.44 0.97  -1.02
N1 0.20 3.31 0.69  0.31
C10 -0.99 3.33 1.49  -0.80
C11 -1.42 4.84 1.51  -1.67
C12 -2.15 2.44 0.78  1.27
Cl1 -3.73 3.25 1.26  -0.28
C13 -2.05 2.67 -0.74  -2.44
C14 -1.24 1.70 -1.59  0.80
C15 -1.40 1.82 -2.96  -0.69
C16 -0.77 1.00 -3.86  -0.83
C17 0.07 -0.01 -3.40  -0.42
C18 0.27 -0.14 -2.05  -2.21
C19 -0.38 0.70 -1.17  1.16
O3 -1.99 1.14 1.25  0.33
C20 -3.11 0.25 1.27  -0.43
C21 -4.01 0.24 0.02  0.16
C22 -4.83 -1.01 -0.29  -0.68
O4 -4.33 -1.96 -0.89  -0.63
C23 -6.31 -1.12 0.01  1.01
C24 -6.82 -2.37 0.28  -0.51
C25 -8.15 -2.54 0.54  -0.63
C26 -8.99 -1.44 0.54  -0.43
C27 -8.50 -0.19 0.27  -1.05
C28 -7.15 0.00 0.00  -0.03
N2 -3.75 0.37 2.56  0.30
C29 -5.20 0.53 2.62  0.46
C30 -5.54 1.01 4.07  -1.46
P1 -2.25 -1.48 1.39  0.24
S1 -1.42 -1.81 3.14  -0.43
S2 -0.82 2.97 3.29  1.72
C31 -0.20 1.35 3.71  -0.79
O5 0.05 3.98 3.85  -0.82
O6 -2.12 3.10 3.92  -0.73
H1 7.87 -3.01 2.57  0.28
H2 7.72 -3.43 0.74  0.27
H3 9.16 -1.04 1.84  0.37
H4 7.48 1.83 1.43  0.20
H5 6.50 0.32 1.58  0.59
H6 5.43 1.18 -0.63  0.26
H7 5.95 2.82 -0.07  0.42
H8 3.73 1.04 0.91  0.29
H9 4.81 1.61 2.19  0.39
H10 3.60 3.64 0.25  0.45
H11 4.37 3.89 1.81  0.47
H12 2.51 2.40 2.87  0.24
H13 2.07 4.02 2.20  0.23
H14 1.87 2.32 0.03  0.97
H15 1.05 1.43 1.27  -0.28
H16 0.44 4.19 0.26  0.40
H17 -1.85 5.16 0.56  0.35
H18 -2.02 5.09 2.39  0.44
H19 -0.49 5.40 1.64  0.58
H20 -1.73 3.68 -1.00  0.62
H21 -3.08 2.61 -1.12  0.71
H22 -2.06 2.60 -3.35  0.44
H23 -0.93 1.11 -4.92  0.40
H24 0.57 -0.70 -4.07  0.43
H25 0.91 -0.92 -1.65  0.58
H26 -0.22 0.55 -0.11  0.85
H27 -3.35 0.37 -0.85  0.06
H28 -4.70 1.09 -0.03  0.31
H29 -6.15 -3.22 0.29  0.32
H30 -8.56 -3.52 0.73  0.43
H31 -10.04 -1.61 0.76  0.41
H32 -9.19 0.65 0.29  0.43
H33 -6.77 0.99 -0.23  0.41
H34 -3.25 1.02 3.16  0.20
H35 -5.66 -0.46 2.53  0.12
H36 -5.62 1.29 1.96  0.01
H37 -4.66 1.00 4.71  0.32
H38 -6.35 0.42 4.49  0.42
H39 -5.89 2.05 4.02  0.29
H40 -1.29 -1.58 0.36  0.10
H41 -3.23 -2.48 1.26  0.00
H42 -0.78 0.93 4.53  0.49
H43 -0.14 0.64 2.90  -0.18
H44 0.81 1.50 4.10  0.55
C32 8.74 1.77 -3.48  -0.48
O7 8.91 0.36 -3.40  -0.51
H45 9.47 2.16 -4.19  0.26
H46 7.74 2.01 -3.83  0.23
H47 8.91 2.23 -2.50  0.18
H48 8.26 0.03 -2.77  0.30
C33 -4.14 -5.50 -0.12  -0.30
O8 -5.22 -6.33 0.31  -0.53
H49 -4.57 -4.63 -0.62  0.01
H50 -3.55 -5.17 0.74  0.21
H51 -3.50 -6.04 -0.82  0.34
H52 -4.83 -7.09 0.75  0.30
C34 2.26 -3.39 -4.50  -0.62
O9 2.53 -2.69 -3.29  -0.44
H53 1.23 -3.74 -4.47  0.22
H54 2.39 -2.73 -5.37  0.28
H55 2.92 -4.26 -4.60  0.30
H56 3.45 -2.40 -3.34  0.27
C35 10.59 -4.58 -0.81  -0.54
O10 9.20 -4.53 -1.07  -0.49
H57 10.89 -5.62 -0.73  0.25
H58 11.15 -4.11 -1.63  0.26
H59 10.83 -4.07 0.13  0.23
H60 8.95 -3.60 -1.14  0.28
C36 -7.64 -1.59 -3.73  -0.37
O11 -8.64 -0.62 -3.52  -0.55
H61 -7.61 -1.88 -4.78  0.31
H62 -6.68 -1.17 -3.44  0.11
H63 -7.87 -2.48 -3.12  0.20
H64 -8.59 -0.42 -2.58  0.30